*A*
This record from OMol25 describes an isolated molecule of C5H9NO. The level of theory is ωB97M-V with the def2-TZVPD basis set.

## Properties
Kohn-Sham gap (alpha / beta) = 5.38 / 7.84 eV

```
! wB97M-V def2-TZVPD RIJCOSX def2/J DEFGRID3
* xyz 0 3
O -0.73383 1.17585 -0.07750
N -2.42396 -0.52316 -0.12044
C 0.19406 0.16193 -0.08517
C -1.37355 -1.16281 -0.34064
C -2.10351 0.87258 0.07846
C 1.15074 0.24948 -1.35014
C 0.74365 -0.26574 1.25295
H 1.61700 1.15524 -1.29039
H 1.75684 -0.65287 -1.45720
H -0.14578 -0.18021 1.98571
H -2.59054 1.05269 1.17422
H -2.81295 1.48383 -0.63000
H -1.27252 -2.19586 -0.52501
H 1.41156 -1.14325 0.95690
H 0.73840 0.18208 -2.35951
H 1.48006 0.54263 1.55629
*
```

*B*
This record from OMol25 describes a structure of composition C5H9NO. The level of theory is ωB97M-V with the def2-TZVPD basis set.

## Properties
Kohn-Sham gap (alpha / beta) = 7.69 / 5.78 eV

```
! wB97M-V def2-TZVPD RIJCOSX def2/J DEFGRID3
* xyz 0 3
O 2.44253 0.84411 -0.79323
N -1.14399 -2.29284 0.49029
C 2.48666 1.64851 0.08330
C -1.58797 -1.35862 -0.64056
C -0.22534 -1.22731 0.86477
C -0.66354 -0.31117 0.00357
C -0.66170 1.15666 -0.07664
H -2.62778 -1.07569 -0.76622
H -1.64878 1.53387 -0.01584
H -1.19041 -1.50203 -1.64238
H 1.75766 1.65148 0.79500
H -0.12579 1.44057 -0.94076
H -0.76847 -3.16649 0.30103
H 0.61025 -1.17989 1.54092
H 0.06528 1.36379 0.73408
H 3.28138 2.47503 0.06268
*
```

Name the most stable of them. *B*.

*A*
This record from OMol25 describes an isolated molecule of C2H4N4OS. The level of theory is ωB97M-V with the def2-TZVPD basis set.

## Properties
Kohn-Sham gap = 9.10 eV

```
! wB97M-V def2-TZVPD RIJCOSX def2/J DEFGRID3
* xyz 0 1
S -2.28537 -1.27320 -0.14714
O 0.78029 1.01440 -0.25861
N -0.35421 1.97090 -0.24438
N 2.15795 -1.27731 -0.15932
N 0.75360 -1.29662 -0.11724
N -1.50618 1.24901 0.06555
C 0.17136 -0.20904 -0.18435
C -1.21600 0.00338 0.02147
H -3.32614 -0.42124 -0.28038
H 2.45332 -2.07786 0.61296
H 2.46847 -0.31380 0.15842
H -0.09708 2.63138 0.53302
*
```

*B*
This record from OMol25 describes an isolated molecule of C2H4N4OS. The level of theory is ωB97M-V with the def2-TZVPD basis set.

## Properties
Kohn-Sham gap = 9.78 eV

```
! wB97M-V def2-TZVPD RIJCOSX def2/J DEFGRID3
* xyz 0 1
S 0.96703 1.52693 -0.26129
O -0.53629 -0.91392 -0.49737
N -0.80736 1.40319 0.21037
N -2.62913 -0.21344 -0.30707
N 0.41944 -0.96644 0.44254
N 2.68537 -0.66088 -0.16671
C -1.36698 0.10425 -0.22308
C 1.50597 -0.30398 -0.21251
H 3.23384 0.21996 -0.54402
H -3.23177 0.56972 -0.21483
H -0.69269 1.23499 1.35257
H 0.45258 -2.00036 0.42140
*
```

Name the most stable of them. *A*.

*A*
This record from OMol25 describes a cluster of 2 separate species, C4H12 in total. The level of theory is ωB97M-V with the def2-TZVPD basis set.

## Properties
Kohn-Sham gap = 12.54 eV

```
! wB97M-V def2-TZVPD RIJCOSX def2/J DEFGRID3
* xyz 0 1
C -1.06779 -1.79359 1.55543
C 0.26280 2.12002 -0.41760
C 1.48851 1.92369 -1.30857
C -0.67354 -2.20120 0.12630
H -0.67481 -0.86582 1.96171
H -0.34035 -1.33253 -0.42683
H -0.50065 2.72165 -0.90160
H -0.04428 1.15905 -0.02510
H 2.08628 2.79414 -1.59102
H 0.14721 -2.92661 0.07851
H 1.21190 1.49389 -2.27159
H -1.50775 -2.81660 -0.20508
H -0.92076 -2.60456 2.27150
H -2.16226 -1.71090 1.56236
H 2.18071 1.23775 -0.81640
H 0.51476 2.80161 0.40798
*
```

*B*
This record from OMol25 describes a cluster of 2 separate species, C4H12 in total. The level of theory is ωB97M-V with the def2-TZVPD basis set.

## Properties
Kohn-Sham gap = 12.66 eV

```
! wB97M-V def2-TZVPD RIJCOSX def2/J DEFGRID3
* xyz 0 1
C 2.14884 0.91270 -1.24773
C -1.51432 -0.32701 1.90983
C 1.10802 1.30643 -2.32066
C -1.64776 -1.82073 1.77181
H 1.20980 0.80605 -3.28528
H -0.71004 -2.30947 1.53290
H -2.24019 -2.07355 0.86865
H -2.49983 0.12073 1.94492
H 1.70299 1.06254 -0.25524
H -2.21183 -2.31647 2.55180
H -1.01209 -0.06677 2.84647
H -1.00812 0.06347 1.02257
H 1.18676 2.34201 -2.58991
H 0.09010 1.01977 -1.96445
H 2.30684 -0.16102 -1.38139
H 3.09083 1.44130 -1.40428
*
```

*C*
This record from OMol25 describes a cluster of 2 separate species, C4H12 in total. The level of theory is ωB97M-V with the def2-TZVPD basis set.

## Properties
Kohn-Sham gap = 12.85 eV

```
! wB97M-V def2-TZVPD RIJCOSX def2/J DEFGRID3
* xyz 0 1
C -0.31855 0.35458 -3.19932
C 0.71704 -1.13323 2.67304
C -0.00257 0.13544 2.19286
C -0.36402 0.65679 -1.69096
H -0.03232 -1.92021 2.81444
H 1.11515 -1.03690 3.66263
H 0.58738 1.04687 -1.33648
H -0.56161 -0.24574 -1.11056
H 0.21965 1.16671 -3.68276
H 0.21601 -0.57343 -3.40596
H -1.30806 0.28607 -3.63658
H 0.70081 0.94017 1.97936
H -1.17174 1.33784 -1.48808
H -0.71492 0.43305 2.96407
H -0.57833 -0.04995 1.29983
H 1.49607 -1.39806 1.96448
*
```

Name the most stable of them. *C*.

*A*
This record from OMol25 describes a cluster of 2 separate species, C4H12 in total. The level of theory is ωB97M-V with the def2-TZVPD basis set.

## Properties
Kohn-Sham gap = 12.23 eV

```
! wB97M-V def2-TZVPD RIJCOSX def2/J DEFGRID3
* xyz 0 1
C -0.64739 -1.33757 -1.33189
C 0.16948 -1.90444 -0.16560
C 0.01304 1.55008 1.50821
C 0.42718 1.70641 0.00256
H 1.34011 -1.76599 -0.46893
H 1.46721 1.85201 -0.21915
H -0.01433 -3.06229 -0.12901
H -0.33972 -0.28403 -1.45608
H -0.98694 1.11226 1.63033
H 0.19581 0.96770 -0.63942
H 0.06422 -1.57899 0.85992
H -0.58298 -1.58523 -2.34530
H 0.37779 2.38370 2.14337
H -1.74622 -1.34444 -1.00044
H -0.01927 2.65491 -0.30094
H 0.47044 0.56348 1.84597
*
```

*B*
This record from OMol25 describes a cluster of 2 separate species, C4H12 in total. The level of theory is ωB97M-V with the def2-TZVPD basis set.

## Properties
Kohn-Sham gap = 12.60 eV

```
! wB97M-V def2-TZVPD RIJCOSX def2/J DEFGRID3
* xyz 0 1
C 0.77645 1.14013 0.42032
C 1.10707 2.34009 1.33755
C -0.34343 -1.68435 -1.23840
C -1.55479 -1.81598 -0.32779
H 0.52512 2.26402 2.26148
H 1.64516 1.14331 -0.26828
H 2.18221 2.30733 1.51555
H 0.24700 -0.77039 -1.08834
H -0.13783 1.31785 -0.14641
H -0.65828 -1.59166 -2.30060
H 0.34049 -2.50800 -1.38410
H -2.18518 -2.69592 -0.48675
H 0.79449 3.23870 0.81552
H -2.31091 -1.07513 -0.63498
H -1.30130 -1.73331 0.72660
H 0.87375 0.12332 0.79864
*
```

*C*
This record from OMol25 describes a cluster of 2 separate species, C4H12 in total. The level of theory is ωB97M-V with the def2-TZVPD basis set.

## Properties
Kohn-Sham gap = 12.00 eV

```
! wB97M-V def2-TZVPD RIJCOSX def2/J DEFGRID3
* xyz 0 1
C -0.68837 0.78529 -2.27962
C 0.38699 0.15849 2.08312
C 1.39188 -0.76095 1.37810
C -1.09540 -0.12225 -1.11680
H 2.43133 -0.46530 1.51040
H -0.51799 0.29149 -0.25559
H -0.63033 0.23018 1.51244
H 0.71970 1.19780 1.98070
H -1.43909 1.03898 -3.05036
H -2.22236 -0.24943 -0.96560
H 0.21544 0.35350 -2.78511
H 1.10254 -1.00463 0.33109
H -0.06757 1.65278 -1.93378
H 0.15501 -0.19962 3.05727
H -0.79029 -1.17351 -1.19178
H 1.04850 -1.73282 1.72551
*
```

Name the most stable of them. *B*.

*A*
This record from OMol25 describes a cluster of 2 separate species, C4H12 in total. The level of theory is ωB97M-V with the def2-TZVPD basis set.

## Properties
Kohn-Sham gap = 12.99 eV

```
! wB97M-V def2-TZVPD RIJCOSX def2/J DEFGRID3
* xyz 0 1
C -0.36305 0.86126 1.76597
C 0.36767 -0.36556 2.28918
C -0.67517 -0.00587 -2.28341
C 0.65391 -0.48853 -1.71929
H 0.26911 1.54010 1.19327
H 0.86117 -0.17851 -0.69750
H -1.17985 0.58667 1.09635
H 1.47606 -0.14039 -2.34587
H -0.78803 -0.40414 -3.29307
H -1.53413 -0.27824 -1.67454
H -0.33839 -0.99717 2.82939
H 0.73054 -1.57972 -1.73771
H -0.81745 1.44262 2.57090
H -0.65838 1.07584 -2.42044
H 0.80077 -0.94389 1.47326
H 1.19521 -0.12447 2.95351
*
```

*B*
This record from OMol25 describes a cluster of 2 separate species, C4H12 in total. The level of theory is ωB97M-V with the def2-TZVPD basis set.

## Properties
Kohn-Sham gap = 12.70 eV

```
! wB97M-V def2-TZVPD RIJCOSX def2/J DEFGRID3
* xyz 0 1
C 1.06400 -1.29526 -0.13059
C -2.26441 1.47466 0.29020
C 2.04454 -2.08807 -1.01528
C -0.91543 1.84982 0.86138
H -2.81805 2.35648 -0.04712
H 2.66750 -2.72909 -0.40454
H -0.29912 2.49061 0.21688
H 1.59096 -0.97336 0.76102
H -0.96032 2.33191 1.84199
H -0.24454 1.00367 1.07162
H 2.69871 -1.40569 -1.56833
H -2.14709 0.86096 -0.59319
H 1.55386 -2.68873 -1.77531
H 0.78329 -0.36633 -0.64041
H 0.15511 -1.83659 0.09348
H -2.90902 1.01499 1.03820
*
```

*C*
This record from OMol25 describes a cluster of 2 separate species, C4H12 in total. The level of theory is ωB97M-V with the def2-TZVPD basis set.

## Properties
Kohn-Sham gap = 12.66 eV

```
! wB97M-V def2-TZVPD RIJCOSX def2/J DEFGRID3
* xyz 0 1
C -1.91806 -0.73961 0.48923
C -2.04847 0.05213 -0.81361
C 2.35190 0.26493 -0.53377
C 1.69811 0.41369 0.85308
H -1.83101 -0.56276 -1.67934
H 0.67858 0.79808 0.80994
H 3.11635 -0.48535 -0.44785
H 1.56812 -0.59047 1.23089
H 1.66758 -0.06975 -1.29837
H -1.49083 0.99484 -0.75444
H 2.81302 1.19607 -0.86078
H -2.77579 -0.67031 1.17318
H -3.04953 0.46359 -0.97678
H 2.21380 1.14654 1.45942
H -1.10226 -0.42496 1.12337
H -1.89152 -1.78666 0.22582
*
```

*D*
This record from OMol25 describes a cluster of 2 separate species, C4H12 in total. The level of theory is ωB97M-V with the def2-TZVPD basis set.

## Properties
Kohn-Sham gap = 12.29 eV

```
! wB97M-V def2-TZVPD RIJCOSX def2/J DEFGRID3
* xyz 0 1
C 1.34693 -0.20721 1.53127
C 1.06727 -1.30403 2.54219
C -1.70702 1.27134 -1.86834
C -0.69602 0.19446 -2.14754
H -1.56454 2.13663 -2.56232
H -2.64876 0.81533 -1.97769
H -1.42704 1.87455 -0.97408
H 0.61581 0.03028 0.76532
H 1.91971 -1.77180 3.09289
H -0.81587 -0.69249 -1.53757
H 0.32458 0.75460 -2.12139
H 1.38716 0.79121 2.00100
H 0.36107 -0.86872 3.21310
H 0.37852 -2.09439 2.01949
H -0.84020 -0.22263 -3.16545
H 2.24255 -0.47988 0.90120
*
```

Name the most stable of them. *A*.

*A*
This record from OMol25 describes a cluster of 2 separate species, C4H12 in total. The level of theory is ωB97M-V with the def2-TZVPD basis set.

## Properties
Kohn-Sham gap = 12.73 eV

```
! wB97M-V def2-TZVPD RIJCOSX def2/J DEFGRID3
* xyz 0 1
C -2.28298 -1.14367 0.81165
C 2.42789 0.16225 -1.14887
C -1.85876 0.21138 0.26434
C 1.73556 0.79404 0.05427
H -1.69513 -1.99497 0.47371
H -2.24017 -1.22907 1.89840
H -2.73822 0.74550 -0.08465
H 2.07699 0.60057 -2.08608
H 1.05657 1.61051 -0.20929
H -1.40469 0.85250 1.01764
H -3.30458 -1.41566 0.54157
H 1.20901 0.06537 0.66596
H 2.44199 1.20581 0.77820
H 3.51249 0.30060 -1.13924
H 2.25963 -0.91055 -1.23474
H -1.19560 0.14539 -0.60287
*
```

*B*
This record from OMol25 describes a cluster of 2 separate species, C4H12 in total. The level of theory is ωB97M-V with the def2-TZVPD basis set.

## Properties
Kohn-Sham gap = 12.43 eV

```
! wB97M-V def2-TZVPD RIJCOSX def2/J DEFGRID3
* xyz 0 1
C -1.28334 1.71698 0.21575
C -0.15083 1.95675 -0.82866
C 0.11590 -1.47951 0.05475
C 1.36994 -2.21082 0.49234
H -1.57410 0.69050 0.12877
H 1.77850 -2.79223 -0.33601
H -2.11846 2.40632 0.01955
H -0.31584 1.51143 -1.80815
H 1.24110 -2.80472 1.39230
H -1.00136 2.18045 1.16320
H 2.22874 -1.57246 0.74814
H -0.16070 -1.26028 -0.97283
H 0.10239 2.99618 -1.00695
H 0.63899 1.43243 -0.28467
H -0.65812 -2.17514 0.41577
H -0.21281 -0.59585 0.60670
*
```

*C*
This record from OMol25 describes a cluster of 2 separate species, C4H12 in total. The level of theory is ωB97M-V with the def2-TZVPD basis set.

## Properties
Kohn-Sham gap = 12.82 eV

```
! wB97M-V def2-TZVPD RIJCOSX def2/J DEFGRID3
* xyz 0 1
C -1.74800 -1.54614 2.42205
C 1.33238 0.74695 -2.48117
C -1.21582 -0.72327 1.24548
C 1.68000 1.51344 -1.20378
H 0.96376 1.44231 -3.23908
H -0.30381 -0.20237 1.54453
H -2.44785 -2.31686 2.09327
H -0.98826 -2.03396 3.02834
H 2.69109 1.88227 -1.25800
H -2.36116 -0.90868 3.06276
H 2.19091 0.21337 -2.87215
H -0.94340 -1.36990 0.41070
H 0.98616 2.32342 -0.99340
H 0.46741 0.12353 -2.33649
H 1.65378 0.85466 -0.33586
H -1.95719 0.00121 0.91280
*
```

*D*
This record from OMol25 describes a cluster of 2 separate species, C4H12 in total. The level of theory is ωB97M-V with the def2-TZVPD basis set.

## Properties
Kohn-Sham gap = 12.94 eV

```
! wB97M-V def2-TZVPD RIJCOSX def2/J DEFGRID3
* xyz 0 1
C -2.14492 1.46169 0.49971
C 2.36346 -0.19618 -0.88531
C -2.07752 -0.05374 0.24315
C 1.89485 -1.22021 0.15245
H -3.04454 1.88584 0.05633
H 2.83723 -0.68340 -1.74239
H 3.08722 0.48030 -0.44869
H -1.47210 -0.55622 1.00055
H 2.73907 -1.53799 0.76397
H -1.66125 -0.26404 -0.74679
H 1.52801 0.36441 -1.29966
H -3.10302 -0.44190 0.25540
H -2.22364 1.64974 1.57077
H 1.44800 -2.08381 -0.32749
H -1.27897 1.99704 0.11798
H 1.10811 -0.80152 0.79000
*
```

Name the most stable of them. *D*.